DFT (ωB97M-V with the def2-TZVPD basis set) results for one molecule with the formula C22H30ClNO7S in a non-equilibrium geometry.

E_HOMO (eV): -8.873
SMILES: C#C[C@@]1(CCOC(=O)CC)[C@@H](COc2ccccc2)S(=O)(=O)O[C@H](Cl)[C@]1(CCN)CCO
Lowest unoccupied orbital energy (eV): 0.5
Max |F| (eV/A): 3.91
Frontier orbital gap (eV): 9.42

Each line ends with the Löwdin charge.
Cartesian coordinates (Å):
C  2.4076  1.2134  -1.6747  -0.169
C  0.6277  -0.6116  -0.7415  -0.293
C  2.2788  -1.0462  2.8232  -0.246
H  -0.3769  -2.0211  4.3984  0.074
C  -1.2400  -1.2640  2.6671  -0.262
C  0.3288  -3.2811  -1.2385  0.160
H  2.3776  -1.6489  0.7813  0.131
C  0.5762  -0.4630  0.8433  -0.304
N  -0.6022  -1.1194  3.9854  -0.002
H  2.7548  1.3455  -2.7234  0.130
H  -3.7933  -2.1247  -3.4495  0.119
C  0.5421  -2.0910  -1.1467  -0.099
O  2.1456  0.1103  3.6620  -0.086
H  -4.1829  -0.5695  0.5390  0.118
C  2.0436  -0.7455  1.3399  -0.135
C  -6.5867  -1.0115  -1.8535  -0.100
O  -2.7748  1.5245  -0.8260  -0.243
H  5.3060  4.2399  1.3877  0.073
H  0.1221  0.8983  2.5013  0.106
O  -2.4525  -1.4544  -1.1562  -0.066
H  -1.2701  -1.4329  -2.9362  0.141
H  -6.6053  -0.2396  0.2287  0.108
H  0.4739  -4.3084  -1.5511  0.053
H  -1.2699  -0.6875  4.6184  0.074
C  4.3900  2.4422  -1.4278  -0.471
H  -0.1000  0.6172  -2.4026  0.144
H  3.7918  4.5215  -0.9093  0.122
H  2.8245  0.0721  4.3438  0.086
C  -1.6469  -0.7795  -2.1226  -0.186
H  1.6091  1.9738  -1.5488  0.098
H  2.8555  -0.8418  -1.1550  0.133
C  -3.8042  -1.3429  -1.4089  -0.283
C  -5.7783  -1.5525  -2.8651  -0.080
C  -4.3965  -1.7101  -2.6270  -0.021
C  -6.0359  -0.6681  -0.6053  -0.074
C  -0.3300  -1.6113  1.4626  -0.105
O  -0.8109  2.7224  -1.1424  -0.289
C  4.5660  3.7821  -0.6489  -0.118
H  -1.8902  -0.3779  2.5204  0.113
H  5.5625  4.1532  -0.9540  0.112
O  3.5774  1.4879  -0.8599  -0.079
H  -1.0779  -1.9813  0.7313  0.101
H  -1.9688  -2.1100  2.7517  0.116
S  -1.3547  1.4948  -0.6151  0.679
C  4.6701  3.4847  0.8836  -0.107
O  5.0037  2.2999  -2.4501  0.124
H  0.2749  -2.5042  1.7150  0.124
C  1.9746  -0.2556  -1.4760  -0.107
H  3.3500  -1.3465  2.9182  0.126
H  5.1077  2.4866  1.0822  0.082
H  1.8166  -0.6362  -2.5127  0.132
H  -2.3319  -0.0799  -2.6555  0.135
O  -1.1313  1.3989  0.9849  -0.223
C  -4.6642  -0.8420  -0.4120  -0.021
Cl  1.3310  2.2842  1.1520  0.778
H  2.7702  0.0409  1.0547  0.102
H  -6.2475  -1.8091  -3.8203  0.103
C  0.1499  0.9085  1.3964  -0.565
H  1.7201  -1.9183  3.2217  0.100
C  -0.5460  0.1266  -1.5139  -0.188
H  -7.6634  -0.8426  -1.9972  0.101
H  3.6882  3.5190  1.3834  0.022

Forces on the atoms, in the same order (eV/Å):
C 0.44 -0.12 -1.00
C 0.19 -1.07 -0.90
C 1.35 -0.24 0.60
H -0.01 0.11 -0.23
C -0.94 -0.90 0.66
C 1.20 0.34 -0.84
H -0.29 0.34 0.46
C 1.06 -1.01 0.39
N 0.00 0.29 -0.02
H -0.26 -0.33 0.52
H -0.13 0.21 0.51
C -0.78 0.31 1.59
O -0.23 -0.13 -0.40
H -0.37 -0.03 -0.44
C 0.28 -0.30 -0.04
C -0.22 0.09 0.38
O 0.11 -1.61 0.82
H -0.31 -0.38 -0.35
H -0.18 -0.46 -0.66
O 0.26 0.15 -0.23
H 0.24 0.05 0.89
H 0.01 -0.25 -0.60
H -0.47 0.51 0.37
H 0.20 -0.03 -0.06
C 0.64 1.73 0.13
H -0.33 0.11 0.68
H 0.20 -0.42 0.12
H -0.18 -0.01 -0.13
C -1.12 1.22 -0.79
H 0.41 -0.47 0.47
H -0.63 0.36 0.24
C -1.91 0.05 -0.19
C 0.03 0.52 1.01
C 0.09 -0.22 -0.66
C 0.81 -0.29 -0.45
C -1.20 0.44 0.07
O 1.51 -0.75 0.64
C 0.81 -1.39 0.98
H 0.63 -0.35 -0.28
H -0.72 -0.04 -0.22
O -0.37 0.76 -0.28
H 0.65 0.43 0.09
H 0.34 0.44 -0.47
S -1.78 3.13 -1.53
C -0.29 0.43 0.19
O -0.65 -0.75 0.06
H -0.12 0.62 -0.18
C 0.15 0.50 -1.10
H -0.58 -0.04 -0.41
H -0.20 0.55 -0.20
H -0.07 0.19 0.63
H 0.48 -0.28 0.27
O 0.41 -1.28 -1.27
C 0.89 -0.09 0.45
Cl -0.23 -0.55 -0.05
H -0.67 -0.19 0.07
H 0.46 0.00 0.33
C 0.38 0.98 0.90
H -0.10 0.67 -0.31
C 0.12 -1.20 0.18
H 0.56 -0.19 -0.15
H 0.41 -0.12 -0.24